{
  "formula": "C5H6NO2",
  "method": "ωB97M-V with the def2-TZVPD basis set",
  "symbols": ["C", "C", "C", "C", "C", "N", "O", "O", "H", "H", "H", "H", "H", "H"],
  "coordinates": [[1.03977, 1.24468, -0.78985], [0.13725, 0.64034, 0.00824], [2.28115, 1.73634, -0.47146], [1.25464, -3.31875, 0.09787], [-1.90828, -0.45886, 0.67729], [-1.11724, 0.21046, -0.24265], [3.30603, 2.29294, -0.39834], [1.90628, -2.40314, 0.23706], [1.09442, 1.27730, -1.89876], [0.29252, 0.45681, 0.89831], [-1.52268, -0.22394, 1.62882], [-3.01611, -0.35701, 0.56557], [-2.00174, -1.57069, 0.72435], [-1.74603, 0.47354, -1.03645]],
  "homo_energy_ev": -14.5,
  "total_energy_ha": -399.00426,
  "total_charge": 1,
  "homo_lumo_gap_ev": 9.3
}